[1]
This record from the OMol25 dataset describes a structure of composition C35H50GeNO2PdSi. The level of theory is ωB97M-V/def2-TZVPD.

## Properties
E_HOMO: -0.1544 hartree
LUMO energy: 2.69 eV
total charge: -1
relative energy (zero: lowest compared OMol25 entry of this formula, charge and spin): 0.00 kcal per mole

Each line ends with the Löwdin charge.
CARTESIAN COORDINATES (ANGSTROEM)
1 Pd -0.607513 -0.070844 -0.657053  0.56
2 Ge -0.665259 -2.280698 -1.411285  0.80
3 Si 1.767077 1.684224 -0.695634  0.58
4 O -2.837185 -0.115429 -0.495903  -0.12
5 O -1.258919 0.145459 1.820301  -0.09
6 N -0.872004 2.390146 -0.970315  -0.23
7 C -2.388475 0.006421 3.865911  -0.02
8 C -4.798088 -0.350077 2.551946  -0.08
9 C 3.472330 2.299484 -1.267103  -0.22
10 C 4.600120 2.264528 -0.442168  -0.09
11 C 0.562866 -4.324508 -3.173570  -0.31
12 C -3.540067 -0.145304 4.569275  -0.12
13 C -1.917167 2.543305 -1.987898  -0.21
14 C 1.629647 0.807338 2.016566  -0.10
15 C 1.269983 -5.382719 -2.335766  -0.29
16 C 5.850424 2.656826 -0.905201  -0.10
17 C -2.385725 3.984189 -2.135907  -0.17
18 C 1.368115 -3.585610 1.159816  -0.28
19 C 1.991158 2.202008 3.939098  -0.10
20 C 4.899943 3.156832 -3.047835  -0.11
21 C -2.895576 4.524848 -0.779271  -0.19
22 C -3.760630 -0.233400 0.321443  -0.39
23 C -5.136398 -0.413884 -0.298637  -0.03
24 C 0.745487 -2.899202 -2.640612  -0.39
25 C 0.465135 2.816585 -1.446985  -0.24
26 C 2.067121 3.142592 1.730451  -0.12
27 C -0.961916 -3.532524 0.099393  -0.36
28 C 2.155424 3.304480 3.103821  -0.10
29 C 2.166160 -3.269741 2.417322  -0.11
30 C 6.004561 3.105529 -2.209059  -0.11
31 C -0.115501 -3.297296 1.343902  -0.31
32 C 1.729481 0.956031 3.396668  -0.09
33 C -1.229355 3.008165 0.333685  -0.17
34 C 1.797753 1.890767 1.160525  -0.26
35 C -2.350861 -0.005961 2.414736  -0.38
36 C 1.357633 -0.029637 -1.202730  -0.38
37 C -3.627922 -0.198765 1.762183  -0.10
38 C -2.662645 3.513095 0.340685  -0.18
39 C 3.656059 2.754897 -2.578417  -0.10
40 C 1.053674 -6.793716 -2.861388  -0.13
41 C -4.787447 -0.328031 3.918069  -0.13
42 H 5.007565 3.507747 -4.067321  0.09
43 H 2.213637 4.008618 1.091279  0.10
44 H -2.749775 1.889808 -1.721344  0.10
45 H -3.171439 4.032577 -2.894877  0.10
46 H 0.711245 -2.176277 -3.460403  0.05
47 H 0.928140 -5.318107 -1.301207  0.08
48 H -5.804816 0.409432 -0.038798  0.08
49 H 2.057379 2.323564 5.014215  0.09
50 H 0.644779 3.892649 -1.303710  0.09
51 H 2.340903 -5.154092 -2.305660  0.11
52 H 6.706181 2.614096 -0.241824  0.09
53 H -0.868221 -4.568568 -0.248046  0.05
54 H -1.520259 2.141962 -2.921726  0.12
55 H 1.769668 -3.820686 3.274618  0.07
56 H -2.368711 5.449888 -0.525955  0.10
57 H -1.069895 2.286257 1.135002  0.09
58 H -5.612597 -1.334589 0.040363  0.08
59 H 1.733092 -2.785558 -2.185459  0.05
60 H 1.397382 -6.888586 -3.894939  0.07
61 H 2.811792 2.796117 -3.258906  0.09
62 H -0.503600 -4.577129 -3.233343  0.09
63 H -1.435511 0.150061 4.361266  0.10
64 H 0.511241 2.626542 -2.525836  0.08
65 H 0.935024 -4.407542 -4.203159  0.10
66 H -2.862824 3.964325 1.315879  0.12
67 H -5.002040 -0.449351 -1.376626  0.08
68 H 4.501276 1.930065 0.584248  0.10
69 H -5.701385 -0.446367 4.483662  0.08
70 H 1.576484 0.098035 4.039995  0.10
71 H -1.563045 4.601401 -2.506603  0.10
72 H 2.005022 -0.772473 -0.724234  -0.01
73 H 1.508080 -0.134264 -2.284316  -0.01
74 H -0.237073 -2.255380 1.669754  0.08
75 H -0.490230 -3.914180 2.171837  0.11
76 H -2.017817 -3.392362 0.351956  0.05
77 H 2.103379 -2.208180 2.662004  0.05
78 H 1.365225 -0.157696 1.603895  0.07
79 H 2.354823 4.282044 3.526435  0.09
80 H -3.351733 2.668868 0.254101  0.10
81 H -5.748505 -0.489433 2.053051  0.09
82 H -0.557193 3.858170 0.517971  0.11
83 H -3.504441 -0.126251 5.654551  0.09
84 H 3.223821 -3.523889 2.321462  0.06
85 H -3.954965 4.784786 -0.837777  0.10
86 H 1.755136 -3.010034 0.311318  0.09
87 H 1.584274 -7.541765 -2.269112  0.06
88 H 1.510994 -4.638081 0.887933  0.10
89 H 6.978647 3.413377 -2.569100  0.09
90 H -1.943769 -2.482380 -2.301208  -0.05
91 H -0.006811 -7.057528 -2.848359  0.07

Cartesian forces, eV/Å:
Pd -0.6098 0.1835 -0.3668
Ge 0.1422 0.1821 0.1627
Si 0.2807 -0.0280 0.1848
O 0.0933 -0.0262 0.0791
O 0.0401 0.0463 0.0521
N 0.4184 -0.1458 0.1054
C 0.0165 0.0046 -0.1344
C 0.0412 0.0120 -0.0282
C 0.0112 0.0936 -0.2027
C 0.0001 0.0163 -0.0532
C -0.0009 -0.0258 -0.0864
C -0.1474 -0.0156 0.1001
C 0.0277 -0.1382 0.0256
C -0.0802 -0.0039 0.0878
C 0.0556 0.0422 0.0668
C -0.0294 -0.0120 0.0340
C -0.0800 0.0822 -0.0185
C 0.0375 -0.0564 -0.0664
C 0.0023 0.0623 0.0574
C -0.0146 -0.0149 0.0354
C 0.0185 0.0539 -0.0083
C 0.1690 0.0020 0.1550
C -0.1013 -0.0012 -0.0043
C 0.1283 -0.1725 -0.1617
C -0.2988 -0.0528 -0.1059
C -0.0109 -0.0663 0.0810
C -0.1463 -0.1476 -0.0301
C -0.0033 -0.0780 -0.0199
C 0.0525 0.0060 0.0795
C -0.0150 0.0013 -0.0001
C -0.0331 0.1530 0.1022
C -0.0238 0.0081 -0.1112
C 0.0927 0.0537 -0.1035
C 0.1661 0.1458 0.2061
C -0.0010 -0.0407 0.0309
C -0.0085 -0.0952 -0.1133
C -0.2453 -0.0336 -0.1182
C -0.0747 -0.0438 0.1607
C 0.0459 -0.0112 0.0202
C -0.0330 -0.1058 -0.0517
C 0.2039 0.0297 -0.0224
H -0.0004 -0.0025 -0.0056
H -0.0009 -0.0109 -0.0362
H 0.0104 0.0589 -0.0020
H 0.0121 -0.0029 0.0032
H 0.0065 -0.0204 -0.0183
H -0.0321 0.0045 0.0227
H 0.0311 0.0286 -0.0033
H 0.0038 0.0028 -0.0040
H -0.0322 0.0173 0.0224
H -0.0005 -0.0114 -0.0343
H 0.0079 0.0022 -0.0029
H -0.0040 -0.0142 0.0252
H -0.0052 0.0653 -0.0144
H -0.0049 -0.0187 -0.0109
H 0.0093 -0.0068 -0.0132
H -0.0069 0.0151 0.0041
H 0.0335 -0.0309 -0.0279
H 0.0072 -0.0199 -0.0020
H 0.0082 0.0286 -0.0007
H -0.0293 -0.0097 0.0123
H -0.0045 0.0214 0.0205
H 0.0061 -0.0003 0.0031
H -0.0305 0.0503 0.0015
H 0.0397 0.0250 0.0093
H -0.0038 0.0096 -0.0266
H -0.0335 -0.0080 -0.0066
H -0.0251 -0.0160 0.0128
H -0.0024 -0.0040 0.0253
H -0.0006 0.0038 0.0156
H 0.0275 -0.0214 0.0116
H -0.0125 0.0220 0.0244
H -0.0372 -0.0570 0.0269
H -0.0079 -0.0357 -0.0825
H 0.0381 -0.0202 0.0010
H 0.0022 -0.0068 0.0212
H -0.0152 0.0448 -0.0146
H 0.0147 -0.0572 -0.0267
H 0.0018 0.0058 0.0050
H 0.0237 -0.0067 -0.0135
H -0.0017 -0.0019 -0.0060
H -0.0423 0.0365 -0.0134
H -0.0133 0.0004 -0.0050
H -0.0001 -0.0085 -0.0563
H -0.0108 -0.0300 -0.0065
H -0.0206 0.0743 0.0453
H 0.0167 0.0222 0.0308
H -0.0310 -0.0142 0.0243
H 0.0060 0.0051 -0.0015
H 0.0215 0.0038 0.0417
H -0.0052 0.0242 0.0052


[2]
This record from the OMol25 dataset describes a cluster of 8 separate species, C35H51ClNO16 in total in a non-equilibrium geometry. The level of theory is ωB97M-V/def2-TZVPD.

## Properties
E_HOMO: -0.1511 hartree
LUMO energy: 1.89 eV
total charge: -1

Each line ends with the Löwdin charge.
CARTESIAN COORDINATES (ANGSTROEM)
1 Cl -2.526429 -2.773692 1.781507  0.51
2 O 1.356329 -5.975487 -6.821964  0.03
3 O -4.271117 2.183394 -0.765906  -0.10
4 O 4.248702 1.778138 -2.533825  0.10
5 O 3.396924 -2.559331 -2.774978  0.03
6 O 4.967249 6.946880 0.489869  0.10
7 O 3.011318 -0.061982 0.809589  0.00
8 O 2.938141 7.667137 -0.235757  0.01
9 O 2.978831 -3.784368 -0.909405  0.10
10 O 4.099465 4.031188 -2.284923  0.03
11 O -2.026451 -0.793111 5.035234  0.12
12 O -5.623903 -4.455474 -0.656982  0.02
13 O -7.210500 -5.062259 -2.165466  0.08
14 O 1.051772 -0.194855 1.950351  0.09
15 O 2.920104 -6.391385 -5.229082  0.11
16 O -2.165224 1.461231 5.260658  0.01
17 O -6.251714 1.535745 0.318382  -0.27
18 N -3.366061 3.271453 2.007350  -0.02
19 C -2.661383 -0.097240 0.989421  -0.23
20 C -1.597781 -1.179471 1.624248  -0.53
21 C 4.009894 7.675639 0.604115  -0.45
22 C 4.111969 2.749093 -1.826979  -0.47
23 C 0.390919 -6.759637 -7.529207  -0.16
24 C -2.826849 1.566769 7.500948  -0.17
25 C -4.165491 2.015820 1.815671  -0.25
26 C 1.721457 -3.409315 -4.165156  -0.16
27 C 1.669157 -8.219212 -6.191010  -0.08
28 C -6.028338 -2.152076 -0.591553  -0.16
29 C -5.369032 -3.294112 0.143471  -0.20
30 C -2.304352 0.175042 7.226443  -0.08
31 C -4.871718 1.912414 0.338676  -0.51
32 C 2.086593 -6.786990 -6.007741  -0.47
33 C 2.682469 -2.260488 -3.978853  -0.15
34 C -7.213272 -2.825785 -1.246568  -0.09
35 C 2.663684 -3.420767 -2.018685  -0.46
36 C 0.932543 -8.168632 -7.510744  -0.17
37 C -6.710737 -4.229293 -1.443821  -0.48
38 C 2.045455 8.725849 0.124155  -0.15
39 C 2.113393 -0.674210 1.632087  -0.45
40 C -3.384454 0.649740 2.226975  -0.15
41 C 1.403548 -3.805444 -2.741394  -0.07
42 C 4.103445 -0.953039 0.557692  -0.15
43 C 4.089011 -1.933642 1.703482  -0.16
44 C 2.361846 9.039392 1.566221  -0.16
45 C -2.237620 2.367384 6.365125  -0.16
46 C 3.451819 4.117484 -0.039756  -0.16
47 C -1.957194 3.130081 1.607595  -0.15
48 C -2.161965 0.181021 5.730251  -0.46
49 C 3.842771 8.743790 1.648523  -0.08
50 C 3.979191 2.730229 -0.329456  -0.08
51 C -0.679985 2.861890 1.370199  0.05
52 C 4.029849 4.930600 -1.171668  -0.18
53 C 2.618627 -2.031267 2.035135  -0.07
54 H 1.010592 -8.506889 -5.367740  0.14
55 H -4.291944 -3.145248 0.245213  0.03
56 H 2.227390 -4.237912 -4.672139  0.09
57 H 4.447363 9.611062 1.371605  0.13
58 H 3.397622 5.781965 -1.426431  0.11
59 H 5.037689 -0.388430 0.515961  0.13
60 H 0.568814 -3.228720 -2.334687  0.14
61 H -1.227879 2.725336 6.589287  0.13
62 H 2.167479 -1.303551 -3.850551  0.13
63 H 3.729047 4.495211 0.946511  0.12
64 H -5.800217 -3.453600 1.136969  0.13
65 H 1.643277 -8.303655 -8.333125  0.12
66 H -3.010168 -0.590201 7.551167  0.13
67 H 1.012612 8.395845 -0.005006  0.13
68 H 2.358158 4.114933 -0.105185  0.12
69 H -4.219101 -0.079489 2.600708  0.12
70 H 2.101902 10.060684 1.851745  0.12
71 H 1.211702 -4.875619 -2.655123  0.13
72 H -3.378331 -0.662878 0.290338  0.09
73 H -1.995677 0.617252 0.349813  0.11
74 H -6.301957 -1.319945 0.060952  0.11
75 H -8.084544 -2.848409 -0.587009  0.13
76 H 2.230419 9.578052 -0.537079  0.13
77 H -0.570836 -6.676990 -7.013792  0.13
78 H -1.269336 -0.784105 2.668480  0.06
79 H 0.476687 2.808821 1.416140  0.03
80 H -5.063683 2.091201 2.558766  0.14
81 H -1.322348 0.012050 7.677442  0.13
82 H -5.352281 -1.767429 -1.362568  0.13
83 H 4.545821 -2.893260 1.453867  0.12
84 H 4.965093 2.568414 0.114210  0.14
85 H 2.115662 -2.792514 1.433457  0.13
86 H 4.630929 -1.513416 2.558192  0.12
87 H 0.840662 -3.142609 -4.752939  0.12
88 H -2.553759 1.951233 8.485929  0.12
89 H 3.383837 -2.175340 -4.811509  0.13
90 H -3.370059 3.607183 2.982748  0.10
91 H -2.864756 3.221099 6.099067  0.13
92 H 4.124760 8.375870 2.635636  0.13
93 H -2.686795 0.792097 3.153492  0.09
94 H 2.536552 -8.878318 -6.239906  0.13
95 H 3.940346 -1.440023 -0.407560  0.11
96 H 1.814116 8.355528 2.223266  0.13
97 H 2.458368 -2.211081 3.098863  0.13
98 H -0.648474 -1.292037 0.985075  0.06
99 H 3.279489 1.959895 -0.006393  0.11
100 H -7.463084 -2.360209 -2.200569  0.13
101 H 0.155883 -8.929727 -7.608936  0.12
102 H 0.280863 -6.377634 -8.546318  0.13
103 H 5.036886 5.291177 -0.951496  0.11
104 H -3.919703 1.569508 7.428700  0.12

Cartesian forces, eV/Å:
Cl 1.1820 0.6721 0.3591
O 0.4819 -0.0745 0.3379
O -0.6895 -0.6871 4.0408
O -0.1167 0.9419 0.1124
O -0.0212 -0.4853 0.6731
O -0.9958 0.6843 0.0515
O -0.5678 -0.0207 0.4639
O 0.5129 -0.1445 0.3002
O 0.2910 0.4880 -0.7022
O -0.1215 -0.8521 -0.1922
O -0.1073 0.9939 0.2825
O -0.5744 -0.3863 -0.6749
O 0.7120 0.1788 0.5062
O 1.3429 0.2625 -0.3876
O -0.6615 0.0788 -0.8368
O -0.0201 -0.3950 0.1753
O 6.1081 1.2774 1.2498
N 3.1446 -0.8128 -1.1100
C 1.8117 -0.2095 0.5017
C -0.3631 1.8818 -0.0938
C 1.1775 -0.4701 -0.1424
C 0.3667 -0.8706 -0.5553
C -0.5032 0.0761 -0.3799
C -0.3308 0.1580 0.6650
C -1.4342 -1.1898 0.5894
C -0.3080 -0.3270 -0.6286
C 0.0011 -0.3171 -0.4298
C 0.0078 0.7086 0.1849
C 0.4445 0.4182 0.3175
C -0.4074 0.1974 0.3684
C -4.2216 -0.4937 -3.0729
C 0.6808 0.2974 1.0120
C -0.1049 0.4545 -0.5806
C 0.3384 0.3889 -0.0867
C -0.0093 -0.1701 0.8669
C -0.1328 -0.6165 -0.3730
C -0.5966 -0.6629 -0.3519
C -0.6184 0.2789 -0.1865
C -1.2085 0.1854 0.2629
C -1.0390 -0.6345 -0.3335
C -0.0698 -0.1997 -0.4423
C 0.6079 -0.1509 -0.5450
C 0.5130 -0.5054 0.2693
C -0.3304 0.3363 0.5572
C 0.0294 0.5296 -0.0233
C -0.2947 0.1712 0.5979
C 5.5950 -1.5296 -0.1975
C 0.3950 -1.1295 -0.6899
C -0.3982 0.0697 0.3783
C -0.5009 0.2055 0.2504
C -6.0688 2.0854 1.9601
C 0.1476 0.5239 -0.0359
C 0.3713 -0.1299 0.2581
H 0.1585 0.0121 0.0493
H -0.3981 -0.3136 -0.0948
H -0.0850 0.1843 0.0862
H 0.1015 -0.1258 0.0509
H 0.2267 -0.2384 -0.2330
H -0.2445 0.1599 -0.0851
H 0.0386 -0.1181 0.1360
H -0.0363 -0.0203 -0.0366
H 0.0984 -0.0361 0.0480
H 0.0134 0.0525 -0.1431
H 0.0211 -0.0387 -0.0405
H -0.1107 0.0216 0.0675
H 0.3420 -0.1497 -0.1225
H 0.2264 -0.1145 -0.1706
H 0.1037 0.0208 0.0102
H 1.4158 1.2318 -0.6605
H -0.0347 -0.1021 -0.0952
H -0.0598 0.1820 0.3273
H 0.9382 1.1344 1.1572
H -1.5256 -1.0537 1.2054
H 0.1523 0.0431 -0.1150
H -0.0483 -0.0385 -0.1403
H 0.0226 -0.0707 0.0156
H 0.0716 0.0161 -0.0158
H -0.6930 -1.2174 -1.8688
H -2.9190 -0.0296 -0.3552
H 1.5935 0.0758 -1.4295
H -0.0574 -0.1351 -0.0661
H -0.0678 0.0273 0.1458
H -0.0479 0.1414 -0.1052
H -0.0299 -0.1242 -0.0572
H -0.0543 0.0540 0.0752
H -0.0245 -0.0226 -0.0806
H 0.1171 0.0696 0.0448
H -0.0155 0.0504 -0.1203
H 0.0926 0.0629 0.2880
H 0.0163 -0.4692 -0.7922
H 0.1532 -0.1248 -0.1972
H 0.3120 0.0661 -0.2314
H -1.1246 -0.0078 -2.1638
H -0.0752 0.1286 0.3690
H 0.0299 0.0611 0.1242
H 0.0250 0.0972 -0.1048
H -0.3547 -0.0062 -0.1992
H -1.8751 -0.2852 0.9190
H 0.3953 -0.1040 -0.1367
H -0.2722 -0.2379 0.1251
H 0.0268 0.1384 -0.0281
H 0.0652 0.1819 0.2244
H -0.1798 -0.1458 -0.1251
H 0.1296 0.0371 0.0051